Here is an isolated molecule of C5H9ClN2O from the Open Molecules 2025 dataset. Energies are from ωB97M-V with the def2-TZVPD basis set.

Structure (XYZ):
```
18
Properties=species:S:1:pos:R:3:mulliken_charge:R:1
C -1.5202 1.1317 1.6846 0.227
C -1.1649 -0.1368 -0.3496 -0.738
C 0.4254 -0.0020 -0.1957 1.356
C 0.8948 -0.1206 -1.6996 -1.883
C 1.0756 -1.0846 0.6624 -1.457
N -1.8997 0.5540 0.6061 -0.058
N 0.7721 1.3411 0.2136 -0.463
O -1.7432 1.6981 2.6700 -0.385
Cl 2.1175 1.5378 1.0973 -0.085
H -1.6271 0.2374 -1.2517 0.409
H -1.2810 -1.3548 -0.2815 0.206
H 1.9405 -0.2605 -1.6739 0.435
H 0.8561 0.7830 -2.1152 0.637
H 0.2501 -0.8474 -2.3443 0.276
H 0.5749 -1.1753 1.6120 0.352
H 2.1331 -0.7000 0.7443 0.502
H 1.1218 -2.0278 0.1794 0.387
H -2.9260 0.4268 0.4416 0.283
```

Frontier orbital gap (alpha / beta) in hartree: 0.31156 / 0.23707
E_LUMO (alpha / beta) in eV: 0.05 / -0.39
Total charge: 0
Strongest force on any atom in eV/Å: 4.33
ΔE to the lowest compared entry with this formula, charge and spin in kJ/mol: 374.1